Entry 1:
C32H34LuN2OP2 | ωB97M-V/def2-TZVPD

Element x y z (Å)
H 2.90446 0.90269 -0.11346
H -1.98141 0.40351 -2.75685
H -1.90191 -2.88173 -0.63041
C -1.04599 -3.39610 -0.17495
H -0.89782 -4.37755 -0.64302
H 0.80951 2.28361 1.98574
C 4.09855 -0.19835 -3.67006
C 2.94428 0.52321 -3.25678
H -2.98311 1.88872 -2.66145
H 2.76029 -3.08911 -0.08506
P -2.13991 1.27801 -0.51354
Lu 0.19001 0.15601 0.11715
C 0.07550 2.23135 2.80058
C -3.67072 0.37747 -0.17796
H -3.05931 -3.48841 3.86933
C 0.46274 1.74196 -2.72574
H 5.07632 -2.10924 -3.77991
C 1.52382 2.50791 -3.31369
H -4.53056 0.98281 -0.48596
H -0.24454 -2.01690 -2.69823
H -1.81181 -0.02090 4.58329
H -2.10201 3.93410 -3.29747
H -2.67933 -1.22118 2.91515
C 0.56588 -2.25598 3.13570
P 0.45720 -2.39581 -0.39444
H -3.46679 3.25974 -0.26360
C 2.58525 -0.03018 0.55389
O 3.44298 -0.71953 1.03245
H -1.10032 -4.95800 4.40368
H 1.70962 -3.71149 1.19766
H -2.40170 2.03848 5.81332
C -2.03166 -3.15642 3.64606
C 4.16958 -1.56923 -3.51806
C -1.11537 3.31117 4.61961
H 3.56044 2.44260 -3.97430
H 0.26016 4.32037 3.29552
C -0.86310 2.26142 -2.79422
H 2.07178 4.38779 -4.25569
H -3.72062 0.14626 0.89327
C -2.04614 1.42102 -2.34136
C -1.38495 0.92987 4.26842
C -2.44250 2.98770 0.00642
N -0.31564 -0.11544 2.31750
N 0.76782 0.51043 -2.14364
C -0.94370 -3.97106 3.96630
C -1.07896 3.55079 -3.28285
H 3.10133 -3.36244 -2.96702
C 1.24829 3.81269 -3.82293
C -0.54949 0.98952 3.13026
C -0.02491 4.33566 -3.76177
H -1.24397 -3.51428 0.89556
H -0.23485 5.35764 -4.09713
C -1.70747 2.09256 4.97309
H 0.78906 -3.48051 -2.50403
H 1.64870 -4.46272 -0.42750
H 1.57804 -1.88061 2.95246
C 1.84676 -0.18928 -2.68221
H 4.92312 0.36550 -4.10326
C -0.53275 -1.42429 2.82445
C 3.05581 -2.27489 -3.04038
C 1.88852 -1.61294 -2.66500
H -1.72579 3.65313 -0.48402
C 0.67250 -2.41921 -2.23284
C -0.22058 3.37283 3.54595
H -2.28556 3.06869 1.08627
H -3.63494 -0.56913 -0.73015
C 2.77802 1.89716 -3.45264
C -1.83757 -1.89662 3.09961
H -1.35782 4.21618 5.18628
C 0.35993 -3.51287 3.70338
C 1.77818 -3.52404 0.12177
H 1.21106 -4.13416 3.98347

Cartesian forces, eV/Å:
0.6334 0.1194 0.3418
-0.0684 0.2702 0.0479
0.1118 -0.1931 0.0566
-0.0402 -0.1005 -0.0446
-0.2012 0.1635 0.0973
-0.0740 -0.0770 0.2438
0.3261 -0.4633 0.0828
-0.3675 -0.1333 0.1137
0.1234 -0.1213 -0.2516
-0.1584 -0.0163 0.0382
-0.2761 0.7250 -0.2684
1.9511 -0.1335 2.8780
-0.7686 -0.4708 0.3280
-0.0250 -0.1175 0.0451
0.6325 0.1153 -0.1437
1.0501 -0.4274 0.3860
-0.1977 0.1603 -0.0431
-0.3061 -0.0310 -0.0343
0.0393 -0.2711 0.0637
0.3164 -0.1898 0.1355
0.1328 0.3294 -0.1106
0.3170 -0.1056 -0.0844
0.2366 -0.3540 -0.0257
-0.2886 0.3089 -0.1302
-0.1351 -1.1590 -0.4543
0.1138 0.1798 0.0872
-1.6016 0.1506 -1.0599
0.5347 0.0575 0.1087
0.0408 0.3242 -0.0806
-0.0133 0.0308 -0.2295
0.2455 0.0319 -0.2102
-0.4544 -0.2654 0.2840
0.3817 1.0042 -0.1944
-0.1952 0.1916 0.0317
0.0988 0.0883 0.3581
-0.1241 -0.2638 0.0853
-0.5369 0.3009 0.4708
-0.3020 -0.1746 0.1604
-0.0753 0.1153 -0.2332
-0.0553 0.1520 -0.1475
-0.1401 0.5779 0.0282
-0.0795 -0.0021 0.1740
0.2683 -0.0177 -1.4529
-0.6060 -0.2243 -2.1976
0.4197 0.1486 -0.3061
-0.0394 -1.2012 0.5143
-0.1017 0.2729 -0.1219
-0.1122 0.2713 0.1419
0.1221 0.1328 0.1713
0.7515 0.4567 -0.2725
0.0272 -0.0338 -0.1315
0.1907 -0.4997 0.0208
0.5848 -0.0909 -0.3220
-0.0539 0.3904 -0.1695
0.0537 0.0827 0.0939
-0.3338 -0.0653 0.0571
-0.3294 0.7237 0.6879
-0.1055 -0.1814 0.1084
-0.2504 -0.1284 0.6378
-0.9462 0.4933 0.3291
0.1464 -0.7707 0.4218
-0.1238 -0.0808 0.0365
0.1527 0.1239 0.0627
-0.1443 -0.0867 0.0218
-0.1507 0.0270 -0.0913
-0.1913 0.1583 0.0897
-0.1918 -0.2073 -0.8922
0.5518 0.2563 -0.2901
0.1583 -0.3577 -0.2486
-0.5824 -0.1599 0.1020
0.2082 0.0845 0.2310
-0.1739 0.1569 -0.1325

**Total charge**: +1
**E_HOMO**: -0.338 Ha
**Max |F|**: 3.480 eV Å⁻¹
**LUMO energy**: -4.539 eV

Löwdin population analysis, charges in e, atoms 1 to 8: H 0.012; H 0.093; H 0.042; C -0.238; H 0.060; H 0.083; C 0.004; C -0.140



Entry 2:
C32H34N5O4PPtS | ωB97M-V/def2-TZVPD

Element x y z (Å)
C -5.00694 1.04640 0.16832
H 4.10740 -3.18965 2.41231
C 0.97689 0.02469 3.70920
C 3.41905 1.07724 -0.35619
H 1.67396 0.47993 7.48630
C -1.62140 -2.21799 -3.79449
C -5.47523 0.06543 -0.89143
C 0.74012 -1.03873 4.60472
H -1.56774 -3.61834 -2.15528
C 1.78746 1.38577 5.54172
H 1.92877 -5.01857 -0.78737
N -3.23483 3.33564 1.19018
C -4.43951 3.48956 2.02133
H 1.35958 1.20610 -3.39622
C -1.08548 0.01904 -3.17914
C -1.43106 -2.59440 -2.47521
C -2.87682 2.42603 0.30620
H -0.96133 1.07017 -3.40158
H 3.33981 1.07211 0.73195
N -3.59040 1.36885 -0.06230
O 0.30461 -2.22559 4.14141
H 3.13365 -5.19836 1.36473
C 0.67102 -0.03666 2.28415
H 0.21608 -2.85852 4.86502
H -3.11823 0.75697 -0.70869
C 3.39892 -1.85847 0.89423
N -0.33527 -0.96537 0.55263
C 2.16245 0.55583 -3.72281
C 2.17946 -2.89513 -0.91945
Pt 0.25999 0.84007 -0.52473
H -4.09601 3.79277 3.00940
H -6.51870 -0.18656 -0.71384
C 2.33054 -4.13100 -0.31608
C 3.60361 -0.27685 -5.45115
H -2.58702 4.10913 1.25953
C 2.84501 2.46270 -0.77778
H 1.71919 2.02409 3.50750
H 2.21413 2.30963 5.90507
H -1.58030 -0.55408 -5.17430
H -1.91407 -2.95025 -4.53509
H -0.75402 -2.95569 0.18957
C -0.72109 -1.94209 -0.18884
C 2.80497 -0.27138 -2.79998
H 1.66329 -2.81277 -1.87052
H -5.39770 0.49776 -1.88969
N -0.89246 -0.35084 -1.90518
C -1.44110 -0.88810 -4.15663
C 2.71414 -1.75087 -0.31456
C 3.55462 -3.10233 1.48683
H -5.59585 1.95992 0.10859
P 2.34947 -0.16702 -1.06958
H 3.82727 -0.98055 1.36008
H 4.34557 -1.74970 -2.48972
H -6.24209 4.65197 2.11824
H 4.45637 0.99181 -0.66955
H 3.91768 -0.28153 -6.48607
C 1.52081 1.22180 4.20476
C 2.56724 0.55440 -5.04736
H -4.88238 5.51565 1.39905
C 4.23813 -1.10350 -4.53171
C 0.98532 -0.84482 5.96102
S -1.32825 2.72118 -0.46724
C 3.01244 -4.23288 0.89216
O 1.54138 2.49893 -0.93327
N 0.00589 -1.06721 1.79585
O 3.62726 3.35763 -0.88487
C 1.49546 0.35039 6.42727
O 1.06853 0.91005 1.51788
C 3.84487 -1.10887 -3.20403
H -4.89446 -0.85906 -0.85569
C -1.04148 -1.63927 -1.54837
H 5.04571 -1.74565 -4.85618
H 0.77764 -1.65164 6.65463
H 2.08516 1.20499 -5.76464
H -5.73488 4.27980 0.46525
C -5.37981 4.54784 1.46096
H -5.13464 0.60320 1.15656
H -4.94035 2.53481 2.12218

Cartesian forces, eV/Å:
-0.0322 -0.1381 0.0467
-0.0151 0.0118 0.0075
0.1389 0.0178 -0.0989
-0.5702 0.6407 0.0933
0.0156 -0.0397 0.0015
-0.0274 0.0470 -0.0023
0.0430 0.0749 -0.0167
0.0710 0.0660 0.0019
0.0173 0.0000 0.0003
0.0293 0.1002 0.0739
0.0121 0.0014 -0.0058
-0.1508 0.1203 -0.0013
-0.2177 0.1798 -0.1724
0.1140 0.0981 -0.0244
-0.1842 0.0985 -0.1556
-0.1019 -0.0029 -0.0746
0.1993 -0.2916 0.0034
0.0313 -0.0028 0.0549
0.0596 -0.1599 0.0024
-0.1412 -0.0226 0.1331
-0.0751 -0.0730 -0.0794
0.0026 -0.0060 -0.0165
-0.3170 -0.5766 -0.0771
0.0164 0.1077 0.0542
0.0347 0.1189 -0.0724
0.0122 0.1068 -0.0536
0.4746 1.8399 -1.7663
0.0314 -0.0450 0.0264
0.0539 -0.0054 0.0660
0.9001 -2.6966 2.4902
0.0641 -0.1011 0.0122
0.0069 -0.0439 -0.0168
-0.0091 -0.0296 -0.0149
-0.0512 -0.0074 0.0769
0.1202 -0.1065 0.0191
1.4960 -1.5525 0.4596
-0.0175 -0.0089 -0.0058
-0.0352 0.0158 -0.0062
-0.0071 0.0167 0.0040
0.0288 -0.0188 0.0107
-0.1445 0.0930 0.2368
-0.2187 -0.4450 0.3365
-0.6785 0.1040 -0.1467
0.0367 -0.0337 -0.0173
0.0048 -0.0018 0.0005
1.2220 1.6616 -0.7961
-0.1299 -0.0475 0.1282
-0.5408 -0.1016 -0.0940
0.0236 -0.0285 0.0155
0.0247 0.0272 0.0293
0.6195 -0.3348 0.5710
-0.0102 -0.0297 0.0538
0.0092 -0.0177 -0.0236
-0.0010 0.0266 -0.0073
-0.0135 -0.0957 -0.0473
0.0180 0.0061 0.0043
0.0048 0.0042 -0.0207
0.0101 0.0167 -0.0490
-0.0196 0.0077 -0.0174
0.0452 -0.0049 -0.0766
0.0098 -0.0195 0.1286
0.2195 -0.1641 0.1195
0.0219 0.0621 -0.0088
-1.6831 0.0742 -0.5926
-0.2467 -0.6094 0.8638
-0.7896 0.7211 -0.2629
-0.0025 -0.0292 -0.1062
0.0836 1.6644 -1.2757
-0.0078 -0.0067 0.0585
-0.0184 -0.0127 0.0113
0.0235 -0.1400 -0.1428
0.0087 -0.0020 0.0349
0.0056 -0.0134 -0.0171
-0.0103 0.0063 0.0128
-0.0028 0.0122 -0.0013
0.0272 -0.0800 0.0209
-0.0038 0.0581 0.0288
0.0826 -0.0612 0.0711

**Total charge**: +2
**E_HOMO (spin up / spin down)**: -0.491 / -0.491 Ha
**Max |F|**: 3.779 eV Å⁻¹
**LUMO energy (spin up / spin down)**: -7.785 / -7.785 eV

Löwdin population analysis, charges in e, atoms 1 to 8: C -0.216; H 0.121; C -0.075; C -0.200; H 0.122; C 0.006; C -0.067; C -0.250



Entry 3:
C32H35AgNO2P2 | ωB97M-V/def2-TZVPD

Element x y z (Å)
C -2.31611 2.28966 -0.42010
H -1.48780 3.90978 -1.57195
C -4.78853 3.40721 -1.01652
C 2.74080 0.30998 1.41979
C -4.41341 -4.62932 -2.25760
C -1.03124 -2.66407 1.30525
C 0.89102 -3.71478 2.32872
C 1.29013 3.38353 -0.79512
C -2.81137 -3.65423 -0.73543
C 0.44336 -3.34323 3.59331
H -5.62125 1.80674 0.14408
H 3.78536 -0.46614 -1.36769
N 5.01999 1.18166 1.23543
C -4.08048 -5.89692 -1.80157
H 3.59485 1.68207 2.28292
H 3.08511 1.10587 -0.97381
H 6.47368 2.36796 0.24818
H 6.05905 0.48105 -1.25912
H -3.42436 0.80842 0.67110
C -0.98460 -0.43530 -2.17755
H -0.66893 -0.59119 -3.21041
Ag -0.61159 -0.16742 1.64551
C 0.44838 2.87774 0.19183
P -2.05248 -2.10782 -0.12512
C -1.48200 -2.30876 2.59009
C 4.08110 0.17330 0.71387
C 5.23371 1.18655 -1.13965
H -0.29452 1.58483 -2.42284
H 4.80963 2.92633 0.07315
H -2.44951 -1.82502 2.69538
H -5.16909 -4.50837 -3.02279
H -0.67819 -2.57905 -2.07776
H 0.23526 -1.67191 -0.88449
H 5.81842 0.74064 1.66932
H -0.14555 3.02621 2.25119
C -3.79170 -3.51372 -1.71882
H 0.53952 -3.66129 0.22100
H 5.15547 1.77523 -2.05241
H -2.87059 -7.03113 -0.44213
H 1.27707 2.97959 -1.79962
C -0.20936 0.79076 -1.67606
C -3.48216 1.70625 0.06645
C 5.44668 2.03871 0.10717
H 2.87174 5.78405 0.99842
C -4.71703 2.26402 -0.23537
H -2.05399 -0.20925 -2.21951
C 0.49496 3.42657 1.47347
P -0.71868 1.51282 -0.06401
C -3.12398 -6.04474 -0.80846
H 1.01852 -3.60849 4.47038
H -1.10814 -2.36415 4.70730
O 2.68574 1.28261 2.30042
H 1.81329 -4.27252 2.22849
C 2.16310 4.42313 -0.49988
C -2.39321 3.43941 -1.20563
C -0.74176 -2.64158 3.72763
H 0.85169 0.53833 -1.58031
C 2.19458 4.96993 0.77470
H -1.74684 -5.06154 0.49901
H 4.43915 -0.84141 0.89485
H 2.81214 4.81280 -1.27394
O 1.78448 -0.40055 1.17547
C 3.94153 0.44724 -0.79855
C -0.73232 -1.73456 -1.38936
H 1.37528 4.89420 2.75946
C 0.17008 -3.37407 1.19757
H -3.68314 4.89311 -2.10320
C 1.35420 4.47393 1.76276
C -2.48759 -4.92988 -0.27906
C -3.62669 3.99644 -1.50034
H -4.57326 -6.76787 -2.21317
H -5.75100 3.84493 -1.24646
H -4.07660 -2.52335 -2.05785

Cartesian forces, eV/Å:
0.0162 0.0093 -0.0128
-0.0058 0.0070 -0.0069
0.0026 -0.0055 -0.0006
-0.0443 0.0697 0.0180
-0.0147 0.0261 -0.0120
-0.0223 0.0034 -0.0034
0.0044 0.0028 -0.0171
0.0410 0.0013 -0.0002
0.1362 -0.0501 -0.0412
-0.0052 0.0055 -0.0014
0.0008 0.0030 -0.0033
0.0074 -0.0115 0.0088
0.0163 -0.0167 -0.0341
0.0012 -0.0169 0.0015
0.0677 0.0076 0.0121
0.0295 -0.0285 0.0050
0.0064 -0.0001 0.0252
-0.0052 -0.0006 -0.0034
0.0050 0.0007 -0.0033
-0.0052 -0.0024 0.0531
-0.0226 -0.0020 -0.0164
0.1299 -0.1004 0.1010
-0.0099 -0.0190 0.1268
-0.1201 0.1229 0.0782
-0.0098 0.0655 -0.0112
-0.0086 0.0244 0.0019
0.0019 -0.0254 0.0290
0.0136 0.0154 0.0096
0.0037 -0.0076 0.0010
-0.0140 -0.0228 0.0142
0.0060 0.0006 0.0029
0.0086 -0.0018 0.0004
0.0045 -0.0154 0.0144
-0.0030 -0.0071 0.0072
0.0038 -0.0003 0.0137
0.0237 -0.0100 0.0096
-0.0019 -0.0095 0.0041
-0.0022 0.0061 -0.0002
-0.0006 0.0036 -0.0024
-0.0148 -0.0058 0.0125
0.0048 0.0226 -0.0146
0.0003 0.0054 -0.0129
-0.0369 0.0219 -0.0286
-0.0035 -0.0013 -0.0064
-0.0024 -0.0104 0.0060
0.0019 0.0203 0.0079
0.0183 0.0914 -0.0537
-0.1687 -0.0674 -0.2158
0.0147 0.0138 0.0160
-0.0048 0.0008 -0.0028
0.0035 -0.0021 -0.0014
-0.0774 -0.0156 0.1085
-0.0032 0.0048 -0.0031
0.0153 0.0075 -0.0263
-0.0185 -0.0022 0.0165
0.0163 0.0180 -0.0112
-0.0118 -0.0133 -0.0025
0.0060 0.0015 0.0077
0.0049 -0.0114 -0.0015
-0.0005 -0.0091 0.0025
-0.0032 0.0049 0.0035
0.1539 -0.1714 -0.0641
-0.0469 0.0604 -0.0400
-0.0339 0.0001 -0.0571
0.0031 0.0069 -0.0046
0.0038 0.0187 0.0405
-0.0010 -0.0032 0.0013
-0.0312 -0.0397 -0.0187
-0.0398 0.0259 -0.0200
0.0170 0.0047 -0.0049
0.0008 0.0052 0.0019
0.0037 0.0003 0.0015
-0.0046 -0.0038 -0.0041

**Total charge**: +1
**E_HOMO**: -0.392 Ha
**Max |F|**: 0.282 eV Å⁻¹
**LUMO energy**: -2.308 eV

natural (NBO) population analysis, charges in e, atoms 1 to 8: C -0.292; H 0.216; C -0.184; C 0.814; C -0.199; C -0.279; C -0.173; C -0.213



Q: Number 3 is which compound?
A: C32H35AgNO2P2



Q: Among the records above, which one has the highest total charge?
A: C32H34N5O4PPtS



Q: Which of these has the highest total charge?
A: C32H34N5O4PPtS



Q: Look up the total charge of the second one.
A: +2